(1)
This record from the Open Molecules 2025 dataset describes C22H18N4O6Tc as an isolated structure. The level of theory is ωB97M-V with the def2-TZVPD basis set.

```
51
Properties=species:S:1:pos:R:3:forces:R:3:mulliken_charge:R:1
Tc -0.245 0.358 -0.157 -0.33 0.06 0.15 1.08
O -0.770 3.724 1.690 -0.03 -0.02 0.07 -0.45
C -0.309 2.740 1.238 -0.07 -0.04 0.02 0.59
O -1.110 1.744 0.670 -0.01 0.30 0.11 -0.53
C 1.147 2.405 1.144 0.07 0.00 0.04 0.54
C 2.114 3.261 1.641 0.04 0.00 -0.01 -0.82
C 3.433 2.903 1.474 0.00 0.02 0.01 -0.66
C 3.770 1.718 0.799 -0.01 -0.02 -0.01 0.82
C 5.118 1.335 0.578 -0.01 0.01 0.00 -0.89
C 5.403 0.190 -0.102 0.00 -0.01 0.00 -0.74
C 4.357 -0.625 -0.595 0.00 -0.01 -0.01 -0.59
C 3.046 -0.292 -0.399 0.04 0.02 -0.01 -0.51
C 2.731 0.884 0.310 -0.01 -0.01 -0.04 0.37
N 1.431 1.250 0.532 0.01 0.18 0.15 0.36
H 1.807 4.173 2.133 0.00 0.00 0.00 0.57
H 4.225 3.539 1.850 0.00 0.00 0.00 0.50
H 5.907 1.974 0.951 0.00 0.00 0.00 0.44
H 6.430 -0.101 -0.276 0.00 0.00 0.00 0.44
H 4.602 -1.524 -1.144 0.00 0.00 0.00 0.46
H 2.263 -0.922 -0.800 -0.02 0.00 0.00 0.50
C -2.375 -4.127 1.890 0.02 0.00 0.01 -1.25
C -1.328 -3.079 1.804 -0.01 0.01 0.00 0.79
C -0.166 -2.882 2.558 0.01 0.00 -0.01 -1.13
C 0.435 -1.737 2.093 0.00 -0.02 0.06 0.55
N -0.320 -1.220 1.064 0.01 -0.09 -0.34 0.28
N -1.382 -2.092 0.920 0.08 0.02 0.03 -0.12
C 1.675 -1.116 2.628 0.00 -0.01 0.00 -1.11
H -2.253 -4.701 2.805 -0.01 0.00 0.00 0.37
H -2.293 -4.809 1.042 0.00 0.00 0.00 0.32
H -3.370 -3.683 1.877 0.00 0.00 -0.01 0.37
H 0.179 -3.501 3.369 0.00 0.00 0.00 0.44
H -2.186 -1.847 0.344 -0.04 0.02 0.04 0.35
H 1.956 -1.633 3.542 -0.01 0.00 0.00 0.40
H 1.528 -0.064 2.870 0.00 0.01 -0.01 0.25
H 2.502 -1.210 1.925 -0.01 0.00 0.01 0.21
O 0.279 1.057 -4.064 -0.03 -0.03 -0.03 -0.43
C -0.404 0.822 -3.141 0.13 0.11 0.20 0.21
O 0.245 0.600 -1.866 0.19 -0.40 -0.46 -0.47
C -1.877 0.787 -3.049 -0.03 0.00 -0.14 0.52
C -2.631 1.414 -4.040 -0.05 0.00 0.02 -0.79
C -4.016 1.413 -3.955 0.03 -0.01 0.02 -0.56
C -4.657 0.776 -2.899 0.00 0.01 -0.03 -0.64
C -3.884 0.142 -1.943 -0.14 -0.01 0.08 -0.09
C -2.510 0.141 -2.007 0.11 0.09 0.01 0.64
N -4.536 -0.574 -0.833 -0.07 0.03 0.03 0.92
O -5.727 -0.524 -0.742 0.14 -0.03 -0.02 -0.52
O -3.799 -1.179 -0.050 -0.11 0.04 -0.05 -0.73
H -2.123 1.904 -4.860 0.00 0.00 0.00 0.52
H -4.604 1.910 -4.714 0.00 0.00 0.00 0.45
H -5.734 0.758 -2.817 -0.01 0.00 0.00 0.53
H -1.976 -0.479 -1.288 0.10 -0.23 0.11 0.23
```
Forces are in eV/Å.

The expectation value of S² is 0.755. As for the net charge: +2. For the relative energy (zero: lowest compared OMol25 entry of this formula, charge and spin), the calculation gives 0.0 kcal/mol. Its LUMO energy (spin up / spin down) is -8.12 / -8.61 eV. The calculation puts the HOMO-LUMO gap (spin up / spin down) at 7.19 / 6.76 eV. As for the spin multiplicity: 2. The strongest force on any atom comes out at 0.64 eV/Å.


(2)
This record from the Open Molecules 2025 dataset describes one molecule with the formula C3H4O2. The level of theory is ωB97M-V with the def2-TZVPD basis set.

```
9
Properties=species:S:1:pos:R:3:forces:R:3:mulliken_charge:R:1
C -0.388 1.037 -0.343 -0.12 0.01 0.08 -0.91
C -0.493 -0.389 0.140 -0.34 0.09 -0.31 0.62
O -1.531 -1.001 0.266 0.65 0.24 0.10 -0.50
C 0.842 -1.099 0.403 0.39 0.11 0.00 -0.02
O 1.874 -0.693 -0.074 -0.56 -0.28 0.29 -0.44
H -1.360 1.522 -0.249 0.11 -0.07 -0.03 0.31
H -0.078 1.050 -1.394 -0.02 -0.08 0.16 0.26
H 0.376 1.582 0.220 -0.12 -0.10 -0.08 0.32
H 0.782 -1.999 1.052 0.01 0.08 -0.22 0.36
```
Forces are in eV/Å.

Its SMILES is CC(=O)C=O. For the relative energy (zero: lowest compared OMol25 entry of this formula, charge and spin), the calculation gives 16.5 kcal/mol. Its LUMO energy is -0.47 eV. The calculation puts the HOMO-LUMO gap at 9.45 eV. As for the spin multiplicity: 1. The strongest force on any atom comes out at 0.70 eV/Å.